Density functional theory data (ωB97M-V/def2-TZVPD) for a molecular structure, C19H44ClNP2RuS.

Geometry as XYZ:
```
69
Properties=species:S:1:pos:R:3
C -0.789 4.092 -1.471
H -0.324 3.894 -2.460
H 1.433 -0.828 0.415
Ru -0.118 -1.021 0.646
H 1.900 -1.839 -1.712
C 0.096 -0.108 3.470
Cl -0.247 -0.296 -1.592
H -3.871 -1.871 -0.747
C 2.030 -2.926 -1.675
H 1.626 2.810 -2.087
H 2.586 -3.239 -2.568
H 3.046 5.151 -0.677
H -2.019 -5.034 -1.983
S 0.205 0.846 4.731
C -2.123 -3.085 -0.989
H -1.899 4.162 1.448
H -2.025 5.668 -2.259
H -2.545 -5.120 -0.280
C 0.858 -5.160 -1.594
H -1.243 0.102 0.767
C -0.154 -4.068 1.141
H -0.461 6.247 -1.638
C 0.309 4.118 1.480
C -3.061 -2.256 -0.115
H -0.964 -4.349 3.102
C 1.201 -3.654 1.718
H 2.166 1.363 -0.103
H 1.411 2.431 2.358
H 1.288 -4.047 2.738
P -0.412 -2.984 -0.343
H -2.656 3.191 -2.071
H 2.627 -3.178 -0.789
C -1.259 -3.845 2.171
H -1.525 2.038 -1.329
H -1.354 -2.768 2.386
H -3.512 -2.858 0.683
H -1.191 2.595 1.968
H 1.378 -5.458 -0.675
C 0.679 -3.640 -1.667
H -1.763 5.802 -0.497
H -3.644 -4.507 -1.538
H 2.422 3.881 2.049
H -2.558 -1.381 0.337
C 2.025 3.276 -1.165
H 2.055 -4.013 1.129
C 2.813 2.196 -0.410
H 3.579 1.789 -1.081
P 0.551 3.850 -0.293
H 1.475 -5.480 -2.445
H 0.134 -3.379 -2.591
H -2.228 -4.253 1.860
C -1.076 3.689 1.997
C 1.430 3.531 2.359
H 1.238 -2.543 1.786
C 2.882 4.498 -1.545
H 3.855 4.160 -1.922
C -1.288 5.548 -1.455
H -1.153 3.995 3.049
N 0.010 -0.833 2.511
C -1.914 3.063 -1.272
C -2.598 -4.525 -1.203
H 1.261 3.852 3.394
H -0.090 -5.705 -1.650
H -2.425 3.196 -0.311
H 0.373 5.223 1.538
H 3.326 2.604 0.468
H -2.032 -2.590 -1.971
H -0.148 -5.114 0.805
H 2.401 5.093 -2.331
```

Results
- HOMO-LUMO gap (spin up / spin down): 3.44 / 6.60 eV
- HOMO (spin up / spin down): -0.6 / -4.3 eV
- Lowest unoccupied orbital energy (spin up / spin down): 2.8 / 2.3 eV
- Spin multiplicity: 6
- Relative energy (zero: lowest compared OMol25 entry of this formula, charge and spin): 0.755 eV
- Net charge: -1

Density functional theory data (ωB97M-V/def2-TZVPD) for C3H4O2 in the gas phase.

Geometry as XYZ:
```
9
Properties=species:S:1:pos:R:3
C -0.066 -0.691 1.001
H -0.955 -0.921 1.578
H 0.223 1.221 -1.514
H 0.365 -0.394 -2.446
C 0.194 -0.215 -0.275
O 0.162 0.764 0.800
H 0.905 -1.202 1.347
C 0.177 0.128 -1.497
O -1.005 1.312 1.006
```

Results
- HOMO-LUMO gap: 9.27 eV
- HOMO: -8.5 eV
- Lowest unoccupied orbital energy: 0.8 eV
- Relative energy (zero: lowest compared OMol25 entry of this formula, charge and spin): 8.163 eV

Density functional theory data (ωB97M-V/def2-TZVPD) for a molecular structure, C17H20NO4Re.

Geometry as XYZ:
```
43
Properties=species:S:1:pos:R:3
H 1.510 -4.217 0.077
O 0.575 1.921 0.819
C -2.317 0.426 0.185
Re -0.009 -0.075 0.895
H 4.362 -2.174 -0.880
H -1.760 3.195 0.424
H -1.312 3.107 2.146
C 1.688 2.249 0.353
C -2.904 0.935 -1.075
C -1.583 -2.183 2.785
C 3.885 -1.226 -0.661
H -2.823 0.228 -1.897
H -1.874 -2.963 -0.066
O 0.536 -2.071 0.548
H -2.996 2.971 1.653
C 2.587 -1.182 -0.195
H -0.605 0.066 4.297
C 3.903 1.192 -0.526
O 2.134 -3.493 -0.137
H 5.571 0.002 -1.188
C -2.579 -2.147 -0.207
H -0.853 -2.055 3.582
O 1.951 3.498 0.269
C -1.644 -0.986 1.881
H -2.225 0.753 4.333
C 1.671 -2.323 0.098
C -1.907 1.224 1.296
H -3.536 -2.480 0.212
H -3.972 1.097 -0.877
C -1.967 2.712 1.377
C -1.272 0.765 3.797
H -0.854 1.767 3.887
C 2.607 1.138 -0.070
H -2.487 1.897 -1.370
C 4.548 -0.012 -0.829
H -1.351 -3.095 2.239
H -2.561 -2.313 3.255
H 4.430 2.131 -0.647
C -2.176 -0.934 0.557
H 2.820 3.732 -0.106
C -1.505 0.384 2.368
H -2.724 -1.962 -1.269
N 1.970 -0.031 0.079
```

Results
- HOMO-LUMO gap (spin up / spin down): 7.29 / 6.91 eV
- HOMO (spin up / spin down): -19.6 / -19.2 eV
- Lowest unoccupied orbital energy (spin up / spin down): -12.3 / -12.3 eV
- Spin multiplicity: 2
- Relative energy (zero: lowest compared OMol25 entry of this formula, charge and spin): 0.329 eV
- Net charge: +3

Density functional theory data (ωB97M-V/def2-TZVPD) for a molecular structure, C22H43Cl3HfO5Si.

Geometry as XYZ:
```
75
Properties=species:S:1:pos:R:3
H 0.131 -2.992 -4.909
O -1.890 -0.101 1.991
C 1.508 2.624 -4.392
H 2.502 0.025 1.764
H -2.504 1.669 -4.211
H -2.650 -1.530 4.197
C -3.124 0.046 2.764
H -4.341 -0.366 1.014
C 1.632 1.973 2.281
Hf -0.536 -1.476 -0.740
C 0.574 -0.913 -5.111
H 0.269 3.158 -0.802
C 2.063 -1.996 4.576
H 1.496 3.303 0.205
H 1.852 -2.621 -5.155
H 3.371 -0.220 -5.937
H 0.884 4.006 2.004
C 1.720 3.359 1.717
H 1.865 0.917 4.165
H 3.516 0.774 -4.473
H 3.303 -0.990 -4.337
C -1.605 2.078 -4.688
O 1.245 3.206 -0.805
H -2.764 2.120 3.315
H -1.272 2.948 -4.112
C -1.984 -1.033 -5.218
H 1.820 -1.501 5.527
H 0.124 -3.966 4.745
H 2.814 -1.400 4.039
C 1.159 -2.924 2.444
Cl -2.017 0.041 -1.697
H 2.121 2.936 -5.253
H 0.262 -3.124 1.844
H -0.513 -2.457 5.436
O 0.277 -0.815 3.459
H -2.006 -1.545 -6.190
H -2.827 -0.338 -5.179
Si -0.271 0.015 2.180
H 1.447 2.647 4.324
C -3.526 1.520 2.800
H -2.139 -1.798 -4.443
H -3.672 1.906 1.783
C 2.512 1.073 1.437
C 0.812 -2.191 3.727
C 1.548 0.093 -4.872
H 3.107 2.165 3.866
O 0.262 -0.658 0.773
H -2.162 0.118 4.717
H 2.515 -2.973 4.806
H 2.220 1.159 0.382
C -2.925 -0.467 4.185
H -4.479 1.622 3.344
H 0.752 3.396 -4.216
C -0.258 -2.963 4.495
C 0.863 1.318 -4.651
Cl -1.670 -3.240 -0.074
Cl 1.284 -2.108 -2.026
C -4.190 -0.764 2.026
O 0.194 1.581 2.179
H 2.719 3.790 1.854
H 2.149 2.583 -3.499
C 3.008 -0.096 -4.904
H 1.906 -2.381 1.857
H -5.148 -0.700 2.566
C 0.833 -2.331 -5.432
H 1.597 -3.909 2.681
H 0.714 -2.517 -6.510
C -0.532 1.070 -4.762
H -3.904 -1.821 1.952
H -1.165 -3.099 3.892
H -3.876 -0.365 4.737
H -1.887 2.431 -5.693
H 3.558 1.420 1.520
C -0.708 -0.316 -5.032
C 2.038 1.920 3.751
```

Results
- HOMO-LUMO gap: 3.76 eV
- HOMO: 0.2 eV
- Lowest unoccupied orbital energy: 3.9 eV
- Net charge: -2

Density functional theory data (ωB97M-V/def2-TZVPD) for a gas-phase ion, C5H7N2O2S (charge -1).

Geometry as XYZ:
```
17
Properties=species:S:1:pos:R:3
C -1.990 1.255 0.421
N -0.915 0.880 -1.658
H -0.995 0.792 -2.675
S -3.167 0.941 1.574
H 1.172 -2.342 -0.013
H 1.870 0.108 1.674
C 1.679 -0.982 1.687
O 1.292 0.511 -1.958
C 1.300 -1.319 0.182
H -1.084 1.752 0.769
O -3.137 1.378 -1.603
C 0.353 0.306 -1.200
H 2.230 -1.142 -0.354
N 0.148 -0.597 -0.225
H 0.747 -1.156 2.220
H 2.578 -1.463 2.150
C -2.079 1.077 -0.990
```

Results
- HOMO-LUMO gap: 6.73 eV
- HOMO: -4.3 eV
- Lowest unoccupied orbital energy: 2.5 eV
- Relative energy (zero: lowest compared OMol25 entry of this formula, charge and spin): 1.930 eV
- Net charge: -1

Density functional theory data (ωB97M-V/def2-TZVPD) for a molecular structure, C15H31B2ClF4N4O8Si2V.

Geometry as XYZ:
```
68
Properties=species:S:1:pos:R:3
B -2.398 0.946 -2.042
H 0.715 1.613 4.389
C 2.250 0.366 -2.326
F 4.716 -0.773 1.154
C 0.699 -2.329 5.232
C -3.219 -1.624 1.365
N 2.039 0.017 -0.939
F -2.109 -0.101 -1.078
C -0.954 3.215 0.130
Si -2.092 -1.992 2.803
H 1.507 0.831 5.766
C 3.491 1.069 -2.777
N -1.363 2.161 -0.459
H 0.824 4.941 1.347
C 0.936 3.937 1.757
H 3.304 2.141 -2.850
H 0.453 3.928 2.738
F 2.766 -1.933 0.683
Si 0.739 -0.854 4.083
H 3.272 0.657 2.430
Cl 0.144 -2.772 -0.763
B 3.382 -0.736 0.845
O -0.489 -2.472 -2.032
H -2.481 4.500 -0.600
H -3.907 -2.355 4.460
H -3.507 -0.571 1.317
C -3.044 -1.687 4.402
H 1.804 0.258 -4.981
H 2.786 -1.969 3.074
H 1.547 -2.305 5.921
H -0.771 -3.904 1.959
H -0.252 0.811 5.627
H -3.413 -0.660 4.457
H -2.425 -1.870 5.282
H -0.692 0.093 2.269
O -0.541 -3.840 -0.066
C 2.505 -0.960 3.365
C -1.625 4.542 0.067
H 0.023 0.270 -4.894
O 3.153 0.251 -0.183
O -0.173 -1.515 0.139
H -0.928 5.303 -0.286
F -3.521 0.756 -2.758
O 2.344 -0.990 -1.950
H 4.303 0.882 -2.082
C -0.625 -0.832 2.852
C 0.936 0.747 -4.543
N -0.058 0.768 -2.323
C 0.979 0.671 -3.058
V -0.135 0.377 -0.299
H 3.774 0.699 -3.762
C -1.522 -3.769 2.738
H -0.210 -2.341 5.834
O 2.702 -0.084 2.191
H -1.122 -4.111 3.695
O -2.461 2.194 -1.241
H -2.745 -1.901 0.425
N 0.774 1.718 0.748
C 0.309 2.889 0.876
H -1.960 4.841 1.063
H 0.747 -3.265 4.674
O -1.226 0.977 -2.968
C 0.678 0.749 5.059
H -2.368 -4.411 2.482
H 1.991 3.714 1.891
H -4.138 -2.209 1.457
H 0.913 1.788 -4.873
H 3.201 -0.636 4.142
```

Results
- HOMO-LUMO gap (spin up / spin down): 8.23 / 8.51 eV
- HOMO (spin up / spin down): -8.5 / -9.3 eV
- Lowest unoccupied orbital energy (spin up / spin down): -0.3 / -0.8 eV
- Spin multiplicity: 4
- Relative energy (zero: lowest compared OMol25 entry of this formula, charge and spin): 3.558 eV

Density functional theory data (ωB97M-V/def2-TZVPD) for a molecular structure, C5H17ClNPSTa.

Geometry as XYZ:
```
27
Properties=species:S:1:pos:R:3
H 2.129 -2.121 -0.007
H 0.421 -2.352 -2.315
Ta -0.324 -0.995 0.626
H -3.290 2.659 -0.249
S -1.985 -1.108 -2.970
H -0.521 -2.837 0.424
Cl -0.261 -1.146 3.084
C -2.783 1.722 -0.461
C 1.939 -1.187 0.527
H 0.642 -0.228 -2.525
H 2.316 1.696 1.023
H 0.064 0.822 0.503
H -3.991 0.683 0.930
H -1.738 1.935 -0.657
C 3.142 1.024 0.814
H -3.225 1.290 -1.353
H -2.808 -0.989 -0.231
H 2.128 0.402 -0.937
C -2.925 0.796 0.722
H 3.473 0.591 1.753
H 3.621 -0.456 -0.648
N -2.330 -0.517 0.534
C 2.726 -0.066 -0.160
P -0.237 -1.167 -1.984
H -2.464 1.244 1.597
H 2.317 -1.313 1.540
H 3.962 1.617 0.419
```

Results
- HOMO-LUMO gap: 7.27 eV
- HOMO: -4.5 eV
- Lowest unoccupied orbital energy: 2.7 eV
- Relative energy (zero: lowest compared OMol25 entry of this formula, charge and spin): 0.410 eV
- Net charge: -1

Density functional theory data (ωB97M-V/def2-TZVPD) for a molecular structure, C24H39FeN11Sb2.

Geometry as XYZ:
```
77
Properties=species:S:1:pos:R:3
H 1.870 0.863 -3.790
H 0.668 2.654 2.829
H -2.451 -4.751 0.291
N 0.132 -2.613 0.086
H -1.826 3.220 -1.092
H 0.620 -2.378 -4.416
H -1.090 2.513 2.695
N -4.285 -0.381 0.318
C -0.093 2.423 -4.716
Fe -0.054 -0.564 0.305
C 0.668 4.382 -2.931
H 1.018 3.524 -6.178
H 1.707 -0.925 6.486
C 1.896 0.354 -2.828
C -1.361 1.190 -2.985
C -0.188 3.369 -2.492
H -1.010 -1.842 4.552
H 2.801 -1.561 5.278
C 1.123 -3.504 0.097
C 2.722 -0.693 1.466
C -0.421 -1.156 5.161
N 2.295 -0.574 2.766
H 2.597 2.696 -0.816
H 2.670 -0.415 -2.878
Sb -0.018 -0.576 -2.479
H -6.466 -1.504 0.140
H 2.071 3.861 0.402
C 2.145 2.800 0.167
C -3.060 0.036 0.415
H -0.410 1.661 -5.420
H 4.660 -1.054 2.102
H -0.293 -1.620 6.134
H -1.967 1.322 -2.094
H 2.141 1.079 -2.055
C -0.546 2.341 -3.393
C -0.192 2.881 2.200
H -0.965 -0.219 5.297
H -0.264 3.961 2.090
C -0.764 3.443 -1.130
C -1.419 -4.437 0.242
H 2.124 -3.100 0.022
H 2.490 0.203 5.396
C -4.463 -1.716 0.171
H 1.765 -5.545 0.200
H -1.051 -1.849 -4.674
C 1.108 4.440 -4.239
C 0.924 -4.866 0.187
H 2.430 -0.628 -0.428
H -0.567 4.402 -0.655
N -2.879 1.400 0.624
H 1.738 5.254 -4.571
N 0.895 -0.929 4.564
H -0.573 -6.406 0.310
N -1.946 -0.740 0.295
H -1.935 0.758 -3.802
H 3.013 -0.667 3.467
H -2.581 1.600 1.575
N -3.433 -2.566 0.141
H 4.447 -1.035 0.410
C -1.139 -3.066 0.172
H 2.780 2.320 0.912
H -3.773 1.863 0.486
N 4.026 -0.975 1.323
Sb 0.159 1.989 0.275
H 0.308 -0.795 -5.164
C -0.383 -5.342 0.253
H -5.892 -3.145 0.035
C 0.994 -0.731 3.250
C -0.045 -1.517 -4.431
C 2.046 -0.793 5.465
C 0.707 3.462 -5.144
H -0.903 -0.826 2.856
H 0.945 5.172 -2.241
N -5.698 -2.157 0.091
N 1.925 -0.507 0.446
C -2.215 -2.098 0.185
N -0.008 -0.667 2.413
```

Results
- HOMO-LUMO gap (spin up / spin down): 6.07 / 5.46 eV
- HOMO (spin up / spin down): -15.0 / -15.0 eV
- Lowest unoccupied orbital energy (spin up / spin down): -9.0 / -9.6 eV
- Spin multiplicity: 6
- Relative energy (zero: lowest compared OMol25 entry of this formula, charge and spin): 2.047 eV
- Net charge: +3